The following is a quantum chemistry calculation of a structure of composition C3H7BrN2O, from the OMol25 dataset.

The calculation puts the energy above the lowest of the compared OMol25 structures with the same formula, charge and spin at 28.0 kcal per mole. The value obtained for the orbital gap is 9.293 eV. As for the molar mass: 167.0 g mol⁻¹. Its LUMO energy is 0.3 eV.

Atoms and positions in Å:
1 C 1.42 0.41 -0.36
2 C -1.69 0.76 0.75
3 C -0.94 -0.65 0.71
4 N 2.01 0.40 -1.58
5 N -0.05 -0.73 -0.48
6 O 1.60 0.95 0.66
7 Br 0.74 -2.51 -0.31
8 H -2.18 0.93 -0.22
9 H -2.48 0.64 1.69
10 H -1.12 1.60 0.98
11 H -0.42 -0.81 1.66
12 H -1.68 -1.39 0.59
13 H 1.83 -0.37 -2.19
14 H 2.96 0.75 -1.90

The following is a quantum chemistry calculation of the ion C3H7BrN3 with charge +1, from the OMol25 dataset.

The calculation puts the energy above the lowest of the compared OMol25 structures with the same formula, charge and spin at 66.9 kcal per mole. The value obtained for the orbital gap is 9.791 eV. As for the molar mass: 165.0 g mol⁻¹. Its LUMO energy is -4.0 eV. The charge is +1.

Atoms and positions in Å:
1 C -0.13 0.92 0.00
2 C 0.40 -1.63 -0.23
3 C -1.12 -0.12 -0.56
4 N 0.93 0.50 0.66
5 N -0.33 2.19 -0.18
6 N 1.14 -0.82 0.75
7 Br -2.78 -0.55 0.13
8 H -0.04 -2.53 0.12
9 H 0.83 -1.50 -1.26
10 H -1.18 0.05 -1.69
11 H -1.27 2.55 -0.37
12 H 0.30 2.79 0.31
13 H 1.09 -1.06 1.75
14 H 2.17 -0.79 0.55

The following is a quantum chemistry calculation of a cluster of 2 separate species, C3H7BrS in total, from the OMol25 dataset.

The calculation puts the energy above the lowest of the compared OMol25 structures with the same formula, charge and spin at 40.7 kcal per mole. The value obtained for the orbital gap is 8.513 eV. As for the molar mass: 155.1 g mol⁻¹. Its LUMO energy is -0.1 eV. As for the SMILES: CCC=S.Br.

Atoms and positions in Å:
1 C 2.05 -0.88 0.04
2 C 1.11 -0.06 -0.85
3 C 1.39 1.35 -1.32
4 S 0.57 2.69 -0.93
5 H 2.25 -0.33 0.98
6 H 3.12 -1.09 -0.48
7 H 1.54 -1.86 0.18
8 H 1.16 -0.68 -1.82
9 H -0.02 -0.19 -0.58
10 H 2.22 1.56 -1.97
11 Br 5.32 -0.35 0.83
12 H 4.53 0.17 1.99

The following is a quantum chemistry calculation of a structure of composition C3H7CaN2O5S2, from the OMol25 dataset.

The value obtained for the orbital gap is 2.121 eV. As for the molar mass: 255.3 g mol⁻¹. Its LUMO energy is -8.3 eV. The charge is +1.

Atoms and positions in Å:
1 N 2.49 -0.35 0.89
2 C 2.18 0.41 -0.37
3 O 3.03 0.28 -1.30
4 C 0.89 1.33 -0.47
5 C -0.46 0.60 -0.02
6 S -0.77 -0.98 -0.92
7 O 0.35 -2.00 -0.68
8 O -0.81 -0.70 -2.42
9 N -2.23 -1.75 -0.50
10 S -3.27 -0.69 0.33
11 O -3.66 0.51 -0.49
12 O -2.79 -0.35 1.74
13 H 3.53 -0.38 1.04
14 H 2.10 -1.32 0.87
15 H 1.05 2.21 0.27
16 H 0.85 1.81 -1.51
17 H -1.32 1.33 -0.24
18 H -0.47 0.46 1.12
19 H -4.47 -1.42 0.53
20 Ca 3.78 0.99 2.14

The following is a quantum chemistry calculation of a cluster of 2 separate species, C3H7Cl3N2O2S2 in total, from the OMol25 dataset.

The value obtained for the orbital gap is 9.307 eV. As for the molar mass: 273.6 g mol⁻¹. Its LUMO energy is -0.3 eV.

Atoms and positions in Å:
1 C 2.11 -1.50 -1.69
2 C 2.34 -0.17 1.50
3 C -3.24 0.06 0.33
4 N -2.38 1.10 0.51
5 N 2.56 -0.88 -0.68
6 O 0.03 1.95 0.97
7 O 1.60 -0.58 0.37
8 S -0.37 0.69 -1.71
9 S -0.60 0.72 0.56
10 Cl -2.45 -1.49 0.67
11 Cl -4.70 0.17 1.31
12 Cl -4.01 -0.02 -1.41
13 H 0.33 1.77 -1.86
14 H 1.00 -1.88 -1.71
15 H 2.74 -1.78 -2.57
16 H 2.52 -0.90 2.27
17 H 1.87 0.72 1.98
18 H 3.35 0.13 1.12
19 H -2.70 1.91 0.06

The following is a quantum chemistry calculation of a cluster of 2 separate species, C3H7ClN4O in total, from the OMol25 dataset.

The calculation puts the energy above the lowest of the compared OMol25 structures with the same formula, charge and spin at 36.4 kcal per mole. The value obtained for the orbital gap (spin up / spin down) is 6.971 / 6.980 eV. As for the molar mass: 150.6 g mol⁻¹. Its LUMO energy (spin up / spin down) is -0.8 / -0.8 eV.

Atoms and positions in Å:
1 C 1.67 -0.09 -1.01
2 C 0.55 0.24 -0.24
3 C -1.32 1.93 0.03
4 N 2.40 -1.23 -0.66
5 N 0.35 -0.34 0.89
6 N 2.33 -1.92 0.40
7 N -0.62 -0.83 1.48
8 O -0.23 1.32 -0.65
9 Cl -2.92 -1.38 -0.60
10 H 2.18 0.34 -1.84
11 H -0.89 2.33 0.88
12 H -2.01 1.10 0.20
13 H -1.63 2.64 -0.60
14 H 3.12 -1.51 -1.38
15 H -0.58 -0.95 2.53
16 H -2.40 -1.65 0.59

The following is a quantum chemistry calculation of a cluster of 2 separate species, C3H7ClO2S in total, from the OMol25 dataset.

The calculation puts the energy above the lowest of the compared OMol25 structures with the same formula, charge and spin at 78.1 kcal per mole. The value obtained for the orbital gap (spin up / spin down) is 7.746 / 7.885 eV. As for the molar mass: 142.6 g mol⁻¹. Its LUMO energy (spin up / spin down) is -1.8 / -1.6 eV. As for the SMILES: OSOCl.C=CC.

Atoms and positions in Å:
1 O 3.21 2.68 0.57
2 S 2.11 1.43 0.68
3 O 2.36 0.59 -0.48
4 Cl 3.89 -0.79 -0.25
5 H 3.20 3.33 1.25
6 C -1.59 -1.85 0.67
7 C -1.50 -0.54 0.38
8 C -1.77 -0.15 -1.02
9 H -1.37 -2.27 1.55
10 H -1.91 -2.42 -0.20
11 H -0.95 0.14 1.02
12 H -1.26 0.73 -1.19
13 H -2.89 0.08 -1.22
14 H -1.53 -0.94 -1.78

The following is a quantum chemistry calculation of a cluster of 2 separate species, C3H7ClO2S in total, from the OMol25 dataset.

The calculation puts the energy above the lowest of the compared OMol25 structures with the same formula, charge and spin at 17.5 kcal per mole. The value obtained for the orbital gap is 9.669 eV. As for the molar mass: 142.6 g mol⁻¹. Its LUMO energy is -0.2 eV.

Atoms and positions in Å:
1 C -1.43 0.69 -0.88
2 C -0.43 -1.01 0.60
3 C -0.40 0.33 0.09
4 O 2.10 1.08 1.37
5 O 1.23 0.69 -0.86
6 S 2.51 0.72 0.01
7 Cl 2.97 -1.46 0.03
8 H -1.15 1.52 -1.53
9 H -1.65 -0.09 -1.63
10 H -2.49 0.81 -0.47
11 H -1.22 -1.65 0.22
12 H -0.44 -1.01 1.64
13 H 0.55 -1.60 0.45
14 H -0.15 0.99 0.95

Number 1: strongest force on any atom 4.1 eV/Å, DFT total energy -78292.5512 eV. Number 2: strongest force on any atom 5.9 eV/Å, DFT total energy -77727.1852 eV. Number 3: strongest force on any atom 3.6 eV/Å, DFT total energy -84100.6675 eV. Number 4: strongest force on any atom 6.2 eV/Å, DFT total energy -56536.3986 eV. Number 5: strongest force on any atom 2.7 eV/Å, DFT total energy -69533.1397 eV. Number 6: strongest force on any atom 6.1 eV/Å, DFT total energy -23748.0132 eV. Number 7: strongest force on any atom 4.8 eV/Å, DFT total energy -30672.7948 eV. Number 8: strongest force on any atom 3.7 eV/Å, DFT total energy -30675.4201 eV.